No. 1
Formula: C33H78N2O7
Source: the Open Molecules 2025 dataset
Level of theory: ωB97M-V/def2-TZVPD

Results
E	-1940.20893	a.u.
HOMO level	-8.43	eV
HOMO-LUMO gap	8.9	eV

Each atom is followed by the atoms it is bonded to, with distances in Å.
Atoms and positions in Å:
1 C -16.803 14.035 -10.482  C2 1.522, H12 1.093, H13 1.091, H14 1.091
2 C -17.398 15.193 -9.693  C1 1.522, C3 1.528, N7 1.449, C11 1.548
3 C -18.047 14.623 -8.434  C2 1.528, C4 1.525, H15 1.095, H16 1.096
4 C -18.530 15.704 -7.472  C3 1.525, C5 1.531, H17 1.092, H18 1.094
5 C -17.412 16.690 -7.126  C4 1.531, C6 1.530, H19 1.093, H20 1.093
6 C -16.582 17.186 -8.311  C5 1.530, N7 1.443, C9 1.540, C10 1.541
7 N -16.371 16.119 -9.259  C2 1.449, C6 1.443, O8 1.428
8 O -15.595 16.613 -10.351  N7 1.428, H30 0.962
9 C -17.237 18.439 -8.921  C6 1.540, H21 1.092, H22 1.097, H23 1.088
10 C -15.208 17.568 -7.725  C6 1.541, H24 1.088, H25 1.092, H26 1.092
11 C -18.472 15.881 -10.570  C2 1.548, H27 1.090, H28 1.084, H29 1.097
12 H -17.626 13.427 -10.864  C1 1.093
13 H -16.184 13.366 -9.883  C1 1.091
14 H -16.267 14.407 -11.356  C1 1.091
15 H -18.923 14.023 -8.700  C3 1.095
16 H -17.367 13.930 -7.925  C3 1.096
17 H -18.880 15.245 -6.545  C4 1.092
18 H -19.401 16.203 -7.906  C4 1.094
19 H -16.773 16.198 -6.388  C5 1.093
20 H -17.867 17.552 -6.631  C5 1.093
21 H -18.311 18.502 -8.732  C9 1.092
22 H -16.877 19.359 -8.444  C9 1.097
23 H -16.966 18.530 -9.970  C9 1.088
24 H -14.494 17.912 -8.470  C10 1.088
25 H -15.375 18.324 -6.954  C10 1.092
26 H -14.800 16.690 -7.220  C10 1.092
27 H -18.812 16.763 -10.027  C11 1.090
28 H -19.306 15.277 -10.907  C11 1.084
29 H -17.924 16.317 -11.414  C11 1.097
30 H -14.871 15.982 -10.407  O8 0.962
31 C -14.061 22.006 -12.610  C32 1.532, H42 1.092, H43 1.093, H44 1.096
32 C -14.630 20.639 -13.000  C31 1.532, C33 1.525, N37 1.460, C41 1.546
33 C -15.910 20.513 -12.179  C32 1.525, C34 1.529, H45 1.094, H46 1.094
34 C -16.733 19.298 -12.607  C33 1.529, C35 1.527, H47 1.095, H48 1.093
35 C -17.096 19.516 -14.074  C34 1.527, C36 1.526, H49 1.093, H50 1.101
36 C -15.892 19.655 -15.002  C35 1.526, N37 1.486, C39 1.541, C40 1.522
37 N -15.051 20.718 -14.396  C32 1.460, C36 1.486, O38 1.431
38 O -13.929 21.011 -15.234  N37 1.431, H60 0.960
39 C -15.160 18.302 -15.089  C36 1.541, H51 1.087, H52 1.094, H53 1.093
40 C -16.351 20.111 -16.379  C36 1.522, H54 1.091, H55 1.090, H56 1.088
41 C -13.605 19.534 -12.655  C32 1.546, H57 1.089, H58 1.087, H59 1.092
42 H -14.800 22.791 -12.781  C31 1.092
43 H -13.142 22.306 -13.122  C31 1.093
44 H -13.798 22.022 -11.547  C31 1.096
45 H -15.659 20.539 -11.115  C33 1.094
46 H -16.521 21.398 -12.381  C33 1.094
47 H -17.680 19.251 -12.059  C34 1.095
48 H -16.183 18.397 -12.327  C34 1.093
49 H -17.787 20.357 -14.169  C35 1.093
50 H -17.687 18.651 -14.409  C35 1.101
51 H -15.126 17.768 -14.143  C39 1.087
52 H -15.616 17.682 -15.867  C39 1.094
53 H -14.128 18.442 -15.422  C39 1.093
54 H -17.076 19.378 -16.734  C40 1.091
55 H -16.821 21.089 -16.289  C40 1.090
56 H -15.512 20.152 -17.071  C40 1.088
57 H -14.067 18.669 -12.180  C41 1.089
58 H -12.782 19.965 -12.091  C41 1.087
59 H -13.168 19.194 -13.596  C41 1.092
60 H -14.157 21.861 -15.619  O38 0.960
61 C -9.634 22.915 -10.220  C62 1.511, H65 1.088, H66 1.094, H67 1.095
62 C -9.631 23.164 -8.730  C61 1.511, C63 1.517, O64 1.425, H68 1.095
63 C -8.533 22.432 -7.981  C62 1.517, H69 1.089, H70 1.097, H71 1.094
64 O -9.431 24.556 -8.500  C62 1.425, H72 0.961
65 H -10.337 23.574 -10.726  C61 1.088
66 H -9.844 21.883 -10.517  C61 1.094
67 H -8.616 23.084 -10.586  C61 1.095
68 H -10.608 22.915 -8.304  C62 1.095
69 H -8.493 22.756 -6.942  C63 1.089
70 H -7.563 22.641 -8.446  C63 1.097
71 H -8.602 21.341 -8.006  C63 1.094
72 H -8.496 24.762 -8.419  O64 0.961
73 C -12.957 23.951 -5.530  C74 1.529, H77 1.089, H78 1.094, H79 1.092
74 C -11.852 23.978 -4.474  C73 1.529, C75 1.527, O76 1.430, H80 1.088
75 C -10.888 22.810 -4.668  C74 1.527, H81 1.096, H82 1.088, H83 1.089
76 O -11.125 25.208 -4.539  C74 1.430, H84 0.963
77 H -12.641 23.573 -6.500  C73 1.089
78 H -13.313 24.977 -5.662  C73 1.094
79 H -13.822 23.407 -5.144  C73 1.092
80 H -12.294 23.925 -3.481  C74 1.088
81 H -11.464 21.878 -4.668  C75 1.096
82 H -10.201 22.730 -3.827  C75 1.088
83 H -10.393 22.883 -5.635  C75 1.089
84 H -10.974 25.441 -5.460  O76 0.963
85 C -13.272 20.405 -6.505  C86 1.524, H89 1.087, H90 1.093, H91 1.090
86 C -12.488 19.799 -7.662  C85 1.524, C87 1.537, O88 1.436, H92 1.088
87 C -13.099 20.131 -9.033  C86 1.537, H93 1.090, H94 1.099, H95 1.093
88 O -11.151 20.320 -7.602  C86 1.436, H96 0.962
89 H -13.019 19.840 -5.611  C85 1.087
90 H -14.340 20.472 -6.729  C85 1.093
91 H -13.014 21.456 -6.371  C85 1.090
92 H -12.383 18.723 -7.531  C86 1.088
93 H -12.530 20.865 -9.604  C87 1.090
94 H -14.103 20.553 -8.888  C87 1.099
95 H -13.326 19.276 -9.674  C87 1.093
96 H -11.180 21.245 -7.865  O88 0.962
97 C -10.090 17.948 -11.072  C98 1.524, H101 1.090, H102 1.098, H103 1.089
98 C -9.471 18.890 -10.046  C97 1.524, C99 1.515, O100 1.433, H104 1.092
99 C -9.210 18.168 -8.740  C98 1.515, H105 1.090, H106 1.095, H107 1.096
100 O -8.264 19.448 -10.579  C98 1.433, H108 0.961
101 H -10.091 18.407 -12.061  C97 1.090
102 H -11.149 17.789 -10.831  C97 1.098
103 H -9.599 16.976 -11.080  C97 1.089
104 H -10.140 19.725 -9.831  C98 1.092
105 H -10.118 17.888 -8.205  C99 1.090
106 H -8.707 18.766 -7.973  C99 1.095
107 H -8.585 17.293 -8.950  C99 1.096
108 H -7.495 19.013 -10.202  O100 0.961
109 C -17.445 20.840 -1.570  C110 1.516, H113 1.091, H114 1.094, H115 1.091
110 C -16.088 20.325 -2.009  C109 1.516, C111 1.521, O112 1.458, H116 1.090
111 C -15.877 20.328 -3.515  C110 1.521, H117 1.091, H118 1.089, H119 1.092
112 O -15.049 21.183 -1.452  C110 1.458, H120 0.963
113 H -18.103 20.050 -1.202  C109 1.091
114 H -17.977 21.304 -2.406  C109 1.094
115 H -17.398 21.608 -0.797  C109 1.091
116 H -15.837 19.350 -1.592  C110 1.090
117 H -16.453 19.535 -3.995  C111 1.091
118 H -14.802 20.234 -3.665  C111 1.089
119 H -16.177 21.280 -3.960  C111 1.092
120 H -15.472 21.946 -1.046  O112 0.963

No. 2
Formula: C4H15N2O4
Source: the Open Molecules 2025 dataset
Level of theory: ωB97M-V/def2-TZVPD

Results
E	-571.62099	a.u.
HOMO level	-13.99	eV
HOMO-LUMO gap	11.0	eV
charge	+1

Each atom is followed by the atoms it is bonded to, with distances in Å.
Atoms and positions in Å:
1 N -0.428 1.180 -0.378  C2 1.617, H9 1.014, H10 1.035, H11 1.015
2 C 0.075 -0.142 -1.163  N1 1.617, C3 1.514, C6 1.526, H12 1.081
3 C 0.155 -1.243 -0.127  C2 1.514, C4 1.519, H13 1.124, H14 1.068
4 C 1.192 -0.904 0.931  C3 1.519, O5 1.476, H15 1.106, H16 1.084
5 O 2.254 -1.925 1.021  C4 1.476, H17 0.965
6 C -1.046 -0.384 -2.169  C2 1.526, N7 1.350, O8 1.228
7 N -0.753 -1.005 -3.331  C6 1.350, H18 1.015, H19 1.011
8 O -2.058 0.311 -2.156  C6 1.228
9 H -0.531 1.228 0.629  N1 1.014
10 H -1.332 1.374 -0.842  N1 1.035
11 H 0.151 1.965 -0.657  N1 1.015
12 H 0.988 0.309 -1.527  C2 1.081
13 H 0.485 -2.085 -0.794  C3 1.124
14 H -0.781 -1.532 0.297  C3 1.068
15 H 0.653 -0.976 1.894  C4 1.106
16 H 1.796 -0.068 0.600  C4 1.084
17 H 2.164 -2.122 1.962  O5 0.965
18 H -0.010 -1.689 -3.430  N7 1.015
19 H -1.369 -1.229 -4.102  N7 1.011
20 H 0.822 2.312 2.482  O22 0.971
21 H 1.889 1.645 1.861  O22 0.969
22 O 1.149 2.202 1.574  H20 0.971, H21 0.969
23 H -1.313 0.839 3.063  O25 0.973
24 H -2.540 1.097 2.226  O25 0.966
25 O -1.612 0.841 2.137  H23 0.973, H24 0.966

No. 3
Formula: C8H13N2
Source: the Open Molecules 2025 dataset
Level of theory: ωB97M-V/def2-TZVPD

Results
E	-421.80108	a.u.
HOMO level	-12.57	eV
HOMO-LUMO gap	8.4	eV
charge	+1

Each atom is followed by the atoms it is bonded to, with distances in Å.
Atoms and positions in Å:
1 C -1.046 1.465 -2.421  C2 1.366, C3 1.384, H11 1.064
2 C -1.127 0.200 -1.910  C1 1.366, C4 1.446, H12 1.077
3 C -0.574 2.450 -1.572  C1 1.384, N9 1.291, H13 1.037
4 C -0.633 -0.243 -0.625  C2 1.446, C5 1.319, C6 1.521
5 C -0.921 -1.449 -0.177  C4 1.319, C7 1.597, H14 1.068
6 C 0.233 0.832 0.013  C4 1.521, C8 1.604, N9 1.425, N10 1.472
7 C -0.271 -2.205 1.070  C5 1.597, H15 1.064, H16 1.145, H17 1.117
8 C 1.780 0.438 -0.148  C6 1.604, H18 1.070, H19 0.989, H20 0.995
9 N 0.091 2.151 -0.508  C3 1.291, C6 1.425
10 N 0.030 0.966 1.465  C6 1.472, H21 0.955, H22 1.024, H23 1.150
11 H -1.494 1.568 -3.381  C1 1.064
12 H -1.615 -0.490 -2.576  C2 1.077
13 H -0.511 3.448 -1.848  C3 1.037
14 H -1.680 -2.005 -0.681  C5 1.068
15 H -0.246 -3.203 0.703  C7 1.064
16 H -0.901 -2.288 2.023  C7 1.145
17 H 0.793 -1.928 1.269  C7 1.117
18 H 2.436 1.128 0.338  C8 1.070
19 H 2.004 0.291 -1.100  C8 0.989
20 H 1.830 -0.380 0.417  C8 0.995
21 H -0.724 1.515 1.668  N10 0.955
22 H 0.845 1.515 1.757  N10 1.024
23 H -0.239 -0.095 1.816  N10 1.150

No. 4
Formula: C2H7N2P2
Source: the Open Molecules 2025 dataset
Level of theory: ωB97M-V/def2-TZVPD

Results
E	-872.30637	a.u.
HOMO level	-13.41	eV
HOMO-LUMO gap	8.2	eV
charge	+1

Each atom is followed by the atoms it is bonded to, with distances in Å.
Atoms and positions in Å:
1 C 2.042 -0.543 -0.605  C2 1.336, P5 1.860, H7 1.007
2 C 2.611 0.222 0.331  C1 1.336, H8 1.150, H9 1.020
3 N -1.307 0.939 -0.169  P6 1.677, H10 1.084, H11 0.991
4 N -2.360 -1.314 0.212  P6 1.646, H12 1.026, H13 0.950
5 P 0.824 -1.802 0.020  C1 1.860, P6 2.068
6 P -0.901 -0.688 -0.225  N3 1.677, N4 1.646, P5 2.068
7 H 2.431 -0.662 -1.526  C1 1.007
8 H 2.089 0.424 1.335  C2 1.150
9 H 3.469 0.773 0.320  C2 1.020
10 H -0.413 1.547 -0.242  N3 1.084
11 H -2.159 1.396 -0.385  N3 0.991
12 H -3.018 -0.693 0.695  N4 1.026
13 H -2.818 -2.116 -0.011  N4 0.950

How do the records compare in E_LUMO? In the order shown, they have 0.5; -3.0; -4.2; -5.3 eV.